No. 1
Computed, not measured: 10 unconnected molecules or ions with the total composition C29H40Cl2O27 at a distorted geometry, with ωB97M-V/def2-TZVPD.

As for the SMILES: O=C1OCCO1.O=C1OCCO1.O=C1OCCO1.O=C1OCCO1.O=C1OCCO1.O=C1OCCO1.O=C1OCCO1.O=C1OCCO1.O=C1OCCO1.ClCCCl. As for the HOMO-LUMO gap: 10.5 eV. The value obtained for the HOMO energy is -10.6 eV.

```
! wB97M-V def2-TZVPD RIJCOSX def2/J DEFGRID3
* xyz 0 1
O -3.25 6.25 -1.86
C -2.88 5.50 -1.02
O -1.97 5.81 -0.08
C -1.82 4.71 0.81
C -2.96 3.78 0.43
O -3.35 4.25 -0.85
H -0.81 4.29 0.80
H -1.98 5.09 1.82
H -3.81 3.78 1.13
H -2.61 2.76 0.31
O -0.38 4.12 -2.23
C 0.75 4.02 -1.92
O 1.72 3.52 -2.72
C 3.00 3.58 -2.10
C 2.60 3.79 -0.65
O 1.28 4.34 -0.72
H 3.51 2.65 -2.32
H 3.53 4.46 -2.48
H 3.20 4.56 -0.16
H 2.71 2.93 0.02
O 0.24 0.98 4.49
C 1.34 1.29 4.15
O 2.41 1.31 4.99
C 3.48 1.90 4.29
C 3.10 1.78 2.81
O 1.67 1.75 2.94
H 3.59 2.96 4.56
H 4.45 1.45 4.49
H 3.51 0.87 2.39
H 3.40 2.69 2.29
O 1.62 -3.93 0.23
C 1.34 -5.09 0.13
O 0.94 -5.81 1.19
C 0.72 -7.18 0.76
C 0.68 -7.05 -0.76
O 1.25 -5.76 -1.01
H 1.51 -7.85 1.10
H -0.22 -7.47 1.22
H -0.33 -7.06 -1.16
H 1.29 -7.87 -1.13
O 4.84 -0.97 5.59
C 3.79 -1.45 5.27
O 3.36 -1.58 4.00
C 2.01 -2.06 4.02
C 1.78 -2.53 5.46
O 2.93 -1.94 6.13
H 1.36 -1.25 3.70
H 1.96 -2.90 3.33
H 1.70 -3.60 5.60
H 0.93 -1.99 5.86
O -3.11 -1.65 5.17
C -2.60 -2.11 4.21
O -1.61 -3.01 4.18
C -1.30 -3.40 2.86
C -2.29 -2.58 1.96
O -2.88 -1.71 2.94
H -0.30 -3.06 2.59
H -1.43 -4.48 2.76
H -3.08 -3.15 1.48
H -1.69 -1.95 1.32
O -6.39 -2.69 -0.45
C -5.86 -1.62 -0.44
O -6.24 -0.52 -1.12
C -5.31 0.53 -0.83
C -4.11 -0.20 -0.29
O -4.68 -1.40 0.20
H -5.11 1.26 -1.62
H -5.69 1.16 -0.02
H -3.59 0.38 0.47
H -3.44 -0.50 -1.11
O -4.88 0.08 -4.68
C -3.80 0.48 -4.34
O -3.58 1.37 -3.39
C -2.26 1.89 -3.51
C -1.53 0.79 -4.29
O -2.64 0.04 -4.85
H -2.35 2.85 -4.02
H -1.80 2.07 -2.54
H -0.99 0.04 -3.72
H -0.95 1.26 -5.08
O 1.35 0.44 -3.59
C 2.20 0.57 -4.40
O 3.34 1.23 -4.20
C 4.26 0.98 -5.27
C 3.34 0.36 -6.33
O 2.15 0.04 -5.64
H 4.68 1.90 -5.66
H 5.03 0.27 -5.01
H 3.80 -0.54 -6.75
H 3.16 1.05 -7.16
Cl -0.72 0.99 0.49
C 0.40 0.38 -0.72
C 0.86 -1.00 -0.25
Cl 2.08 -0.88 1.03
H 1.21 1.07 -0.92
H -0.12 0.25 -1.67
H 1.31 -1.54 -1.08
H 0.03 -1.58 0.15
*
```

No. 2
Computed, not measured: a single C3H5N3O molecule at a distorted geometry, with ωB97M-V/def2-TZVPD.

As for the SMILES: CC1=NOC=NN1. As for the HOMO-LUMO gap: 9.0 eV. The value obtained for the HOMO energy is -8.2 eV. As for the energy relative to the best compared isomer or geometry (same formula, charge and spin): 406.06 kJ/mol.

```
! wB97M-V def2-TZVPD RIJCOSX def2/J DEFGRID3
* xyz 0 1
C 1.00 0.60 1.46
C 0.41 0.09 0.15
N 1.05 0.11 -0.95
O 0.19 -0.25 -2.16
C -1.05 -0.51 -1.86
N -1.63 -0.66 -0.72
N -0.82 -0.47 0.38
H 0.31 1.29 1.93
H 1.24 -0.27 2.12
H 1.96 1.22 1.11
H -1.60 -0.45 -2.79
H -1.07 -0.70 1.34
*
```

No. 3
Computed, not measured: a molecular structure, C25H23BrN5O2STi, with ωB97M-V/def2-TZVPD.

As for the HOMO-LUMO gap: 7.2 eV. The value obtained for the HOMO energy is -10.7 eV. As for the energy relative to the best compared isomer or geometry (same formula, charge and spin): 29.46 kJ/mol.

```
! wB97M-V def2-TZVPD RIJCOSX def2/J DEFGRID3
* xyz 1 1
Ti -0.74 -0.21 -0.38
O -3.17 -1.71 4.07
C -3.89 -2.30 3.08
C -4.98 -3.08 3.45
C -5.75 -3.69 2.48
C -5.44 -3.54 1.13
C -4.36 -2.75 0.76
C -3.59 -2.12 1.73
C -2.45 -1.22 1.37
O -2.27 -1.07 -0.04
N -1.20 -1.71 1.92
N -0.15 -1.08 1.19
C 1.10 -1.59 1.63
C 2.19 -1.65 0.91
Br 0.03 -1.15 -2.42
C 3.31 -1.73 0.25
C 4.39 -0.73 0.32
C 5.15 -0.44 -0.81
C 6.17 0.50 -0.75
C 6.45 1.15 0.45
C 5.71 0.85 1.59
C 4.68 -0.08 1.52
H -2.27 -1.52 3.76
H -5.20 -3.20 4.50
H -6.60 -4.30 2.77
H -6.04 -4.03 0.37
H -4.12 -2.61 -0.28
H -2.62 -0.21 1.79
H -1.14 -2.72 1.74
H 1.09 -1.98 2.65
H 3.47 -2.59 -0.39
H 4.94 -0.95 -1.74
H 6.76 0.72 -1.63
H 7.26 1.87 0.50
H 5.94 1.33 2.53
H 4.12 -0.33 2.42
C -4.05 1.85 -2.52
N -2.61 2.04 -2.74
C -1.98 2.16 -3.96
C -0.66 2.27 -3.72
N -0.50 2.24 -2.35
C -1.71 2.08 -1.75
S -2.02 1.94 -0.07
C 0.73 2.31 -1.65
C 1.68 3.25 -1.99
C 2.85 3.29 -1.26
C 3.01 2.42 -0.20
C 2.00 1.51 0.08
N 0.89 1.43 -0.65
H -4.53 1.78 -3.50
H -4.45 2.69 -1.97
H -4.21 0.93 -1.96
H -2.52 2.14 -4.89
H 0.18 2.35 -4.39
H 1.48 3.95 -2.80
H 3.62 4.01 -1.50
H 3.90 2.41 0.41
H 2.09 0.82 0.90
*
```

No. 4
Computed, not measured: a single C6H12O molecule at a distorted geometry, with ωB97M-V/def2-TZVPD.

As for the SMILES: CO[C@H]1CC[C@H]1C. As for the HOMO-LUMO gap: 9.8 eV. The value obtained for the HOMO energy is -8.6 eV. As for the energy relative to the best compared isomer or geometry (same formula, charge and spin): 327.68 kJ/mol.

```
! wB97M-V def2-TZVPD RIJCOSX def2/J DEFGRID3
* xyz 0 1
C -0.94 -2.17 0.68
O -0.91 -0.86 0.17
C 0.16 -0.08 0.71
C 1.48 -0.41 0.02
C 1.27 0.64 -1.09
C 0.11 1.30 0.05
C -1.28 1.80 -0.35
H -1.03 -2.16 1.78
H -0.05 -2.75 0.41
H -1.82 -2.67 0.26
H 0.12 -0.19 1.81
H 2.31 -0.16 0.68
H 1.56 -1.43 -0.34
H 0.75 0.36 -1.99
H 2.24 1.13 -1.38
H 1.00 1.90 -0.06
H -1.24 2.79 -0.80
H -1.72 1.09 -1.06
H -2.00 1.86 0.49
*
```

Number 3 is which compound?
C25H23BrN5O2STi